# 1
C44H53N4O3PRe | wB97M-V/def2-TZVPD

Computed properties:
Charge = +2
Gap between HOMO and LUMO (alpha / beta) = 0.240 / 0.240 hartree
HOMO (alpha / beta) = -12.69 / -13.09 eV
⟨S²⟩ = 3.776
E = -2572.30121 Ha
ΔE to the lowest compared entry with this formula, charge and spin = 0.00 kJ/mol
E_LUMO (alpha / beta) = -6.2 / -6.6 eV
Multiplicity = 4

Element x y z (Å)
Re: 0.223 0.538 0.096
P: 0.672 2.552 -1.317
O: -3.714 -3.060 -1.860
O: -1.943 -2.840 3.683
O: -2.797 0.010 -1.335
N: -0.956 -2.311 1.231
N: -0.501 -1.184 -0.753
N: 2.042 1.020 0.583
N: -1.392 -3.351 -0.759
C: -3.324 -6.098 0.887
C: -1.874 0.814 3.803
C: -4.839 -3.198 -2.749
C: -0.850 -0.977 -2.122
C: 2.824 -1.878 0.269
C: -3.695 -4.016 -0.889
C: 5.124 2.911 -0.335
C: -1.608 -0.660 -4.772
C: 4.574 3.892 -1.157
C: -2.314 -3.183 5.029
C: 0.582 3.346 -4.076
C: -1.903 3.461 -1.174
C: -0.897 0.077 1.746
C: 1.979 1.292 -3.361
C: 2.348 2.928 -0.834
C: 4.298 1.987 0.274
C: -2.485 -0.277 -3.760
C: 3.182 3.887 -1.391
C: 2.630 0.946 2.947
C: -1.800 -1.533 3.362
C: -0.490 3.961 -1.031
C: -0.344 -1.130 -4.506
C: 2.931 2.009 0.051
C: -2.083 -0.367 -2.410
C: 3.409 -1.707 2.711
C: -0.259 4.579 0.348
C: 0.024 -1.334 -3.186
C: 2.140 2.376 3.101
C: -2.243 -5.287 0.536
C: -2.449 -4.226 -0.291
C: -4.107 0.549 -1.473
C: -1.199 -1.236 2.120
C: 3.201 0.295 3.992
C: -4.788 -4.796 -0.498
C: -4.568 -5.850 0.397
C: 2.890 -1.068 1.576
C: -2.125 -0.491 4.207
C: 4.223 -1.700 5.104
C: 5.412 4.934 -1.811
C: -1.286 1.118 2.593
C: -0.947 -2.256 -0.101
C: 0.700 2.136 -3.170
C: 3.577 -1.061 3.910
C: 2.464 0.279 1.722
H: -5.401 -6.446 0.707
H: 5.444 5.864 -1.192
H: 3.367 0.867 4.923
H: -0.307 4.701 -1.808
H: 5.243 -2.020 4.868
H: -4.078 1.520 -1.895
H: 4.193 -0.999 5.931
H: 5.121 5.253 -2.831
H: -2.095 2.753 -0.348
H: -2.171 -4.264 5.099
H: -2.276 1.612 4.394
H: 0.526 2.814 -5.069
H: 2.005 -2.567 0.319
H: 2.042 0.857 -4.329
H: -2.537 -0.687 5.142
H: 2.833 3.084 2.630
H: -1.272 -5.438 0.901
H: 1.432 4.041 -4.039
H: 1.979 0.473 -2.655
H: 3.704 -2.573 5.442
H: -1.898 -0.615 -5.808
H: -5.778 -2.909 -2.264
H: -1.346 -3.189 1.640
H: 3.796 -2.385 0.174
H: 0.381 -1.312 -5.270
H: 2.907 1.833 -3.157
H: 2.034 2.616 4.137
H: 0.979 -1.709 -2.853
H: -4.599 -2.556 -3.577
H: -5.791 -4.726 -0.946
H: -0.372 3.795 -3.862
H: 2.797 4.589 -2.118
H: -2.033 2.939 -2.109
H: -1.467 -3.181 -1.728
H: 6.188 2.906 -0.169
H: -0.363 3.784 1.086
H: -0.916 5.394 0.607
H: -1.583 -2.690 5.692
H: 4.669 1.198 0.891
H: 6.456 4.581 -1.863
H: -2.614 4.244 -1.142
H: -3.321 -2.906 5.266
H: 2.757 -1.188 -0.563
H: -0.975 2.123 2.368
H: -4.834 -4.206 -3.077
H: -3.079 -6.916 1.532
H: -4.543 0.647 -0.476
H: -4.711 -0.095 -2.120
H: 0.699 4.989 0.440
H: -3.487 0.085 -3.985
H: 1.188 2.443 2.579
H: 3.586 -2.735 2.611
H: -0.145 1.493 -3.282

Forces on atoms 1 to 6 (eV/Å):
Re 1.5 -0.2 0.2
P -0.6 0.3 -0.4
O -0.6 -0.1 0.2
O -0.3 -0.1 -0.6
O 0.1 0.0 0.4
N -0.8 -1.1 1.5

# 2
C44H54BrGeIInN10O3P2 | wB97M-V/def2-TZVPD

Computed properties:
Charge = +1
Gap between HOMO and LUMO = 0.241 hartree
HOMO = -9.56 eV
E = -8303.60584 Ha
ΔE to the lowest compared entry with this formula, charge and spin = 0.00 kJ/mol
E_LUMO = -3.0 eV
Multiplicity = 1

Element x y z (Å)
I: -0.758 -3.088 -0.596
In: 1.354 -0.339 -0.569
Br: -5.372 -2.142 5.480
Ge: 4.364 -2.374 0.556
P: 1.883 2.081 2.160
P: 3.351 1.538 -1.154
O: -2.706 -0.572 1.247
O: -0.361 -0.753 2.500
O: -4.714 1.200 -3.868
N: -1.425 2.961 -1.738
N: 1.116 -1.838 4.360
N: -0.459 1.169 -0.728
N: -0.124 -1.204 -5.024
N: 0.816 -0.542 -3.117
N: -1.830 2.845 -0.367
N: 1.227 -1.563 -5.102
N: -6.375 1.262 -5.324
N: -6.833 1.821 -4.104
N: 0.149 -3.157 5.946
C: -1.358 -2.003 4.324
C: -3.048 -0.360 -5.617
C: -6.640 3.186 0.178
C: -3.970 -0.585 0.518
C: -4.238 3.415 -0.282
C: 3.532 2.907 0.058
C: -1.446 -1.288 3.119
C: -5.156 0.847 -5.170
C: 1.303 3.823 2.441
C: -6.864 2.611 -1.098
C: 5.038 1.194 -1.798
C: -1.223 1.757 0.179
C: -2.726 -1.083 2.490
C: 4.755 -2.468 -1.380
C: -5.843 1.818 -3.293
C: -2.408 -0.788 -7.923
C: -3.792 -2.012 4.426
C: -2.153 -0.888 -6.528
C: -0.037 -2.297 4.853
C: -2.576 -2.316 5.021
C: 1.542 -3.208 6.181
C: 3.754 -3.580 7.072
C: -4.224 0.236 -6.114
C: 2.513 -1.804 0.828
C: -4.476 2.732 -1.484
C: -3.554 -0.184 -8.412
C: -3.883 -1.491 3.133
C: -0.971 -1.741 -6.055
C: 3.495 -2.196 5.058
C: 2.610 2.551 -2.541
C: 4.280 -2.766 6.041
C: -4.510 0.283 -7.475
C: 3.565 2.419 1.504
C: -2.836 3.749 0.182
C: 2.313 1.533 3.905
C: 1.715 -1.156 -3.967
C: -5.776 2.390 -1.904
C: 4.836 -4.146 1.308
C: 2.372 -3.871 7.106
C: -0.332 -0.727 -3.762
C: 5.577 -1.097 1.461
C: -5.373 3.609 0.556
C: 2.138 -2.380 5.169
C: -0.640 1.928 -1.863
H: -4.719 0.029 1.023
H: 0.779 3.953 3.391
H: 2.603 1.997 -3.489
H: -0.306 -1.819 -6.955
H: 5.454 0.402 -1.199
H: 6.384 -1.669 1.989
H: -7.871 2.486 -1.513
H: 0.442 -1.122 3.003
H: 5.844 -2.492 -1.510
H: -2.835 -0.334 -4.561
H: 4.978 0.819 -2.821
H: 4.081 1.467 1.550
H: 1.454 1.552 4.603
H: -5.252 4.105 1.544
H: 5.076 -0.485 2.217
H: 2.319 -1.352 1.833
H: 2.693 0.499 3.824
H: -1.630 -1.192 -8.597
H: 1.934 -4.553 7.843
H: 1.606 2.946 -2.337
H: -3.739 -0.045 -9.478
H: 2.775 -1.214 -3.673
H: 4.383 -1.588 -1.939
H: 1.889 -2.697 0.654
H: 4.348 -3.389 -1.857
H: 4.432 3.491 -0.186
H: 2.209 4.483 2.434
H: -0.509 -3.759 6.482
H: 2.676 3.589 -0.059
H: 4.142 3.140 2.143
H: 6.086 -0.397 0.743
H: -1.306 -2.750 -5.783
H: 0.601 4.123 1.601
H: 3.143 2.177 4.281
H: -3.738 -0.151 -0.458
H: 3.914 -1.483 4.341
H: 4.419 -4.004 7.886
H: 3.308 3.422 -2.688
H: 5.871 -4.384 1.011
H: 5.667 2.114 -1.776
H: -1.329 1.413 1.226
H: 4.175 -4.901 0.818
H: -4.363 -1.586 0.421
H: -5.449 0.687 -7.819
H: -2.554 -2.777 6.025
H: -1.297 -0.431 -3.392
H: 4.641 -4.164 2.385
H: -4.846 -1.307 2.642
H: -7.488 3.343 0.865
H: 5.357 -2.534 5.983
H: -0.113 1.636 -2.773
H: -2.559 4.776 -0.075
H: -3.633 2.434 -2.103
H: -2.736 3.639 1.278

Forces on atoms 1 to 6 (eV/Å):
I 0.4 0.9 -0.3
In -0.5 -1.7 0.7
Br 0.1 -0.2 -0.2
Ge 0.5 0.1 -0.1
P -0.3 -0.2 0.8
P -1.1 1.2 -1.3

# 3
C44H54BrN2O2P2RuSi | wB97M-V/def2-TZVPD

Computed properties:
Charge = +1
Gap between HOMO and LUMO (alpha / beta) = 0.263 / 0.236 hartree
HOMO (alpha / beta) = -9.11 / -9.82 eV
⟨S²⟩ = 6.045
E = -5609.87605 Ha
E_LUMO (alpha / beta) = -1.9 / -3.4 eV
Multiplicity = 5

Element x y z (Å)
Ru: -0.030 0.480 -1.140
Br: 1.678 -2.566 -5.189
P: -2.200 1.389 -1.702
P: 0.414 -1.541 2.045
Si: 0.220 -1.300 -2.643
O: 0.455 -1.586 0.410
O: 1.582 -3.288 1.180
N: 1.525 -2.574 -2.386
N: -0.440 1.470 0.533
C: -0.526 2.744 -0.014
C: 3.067 -4.145 -3.371
C: 1.298 -2.678 0.116
C: 2.768 -4.140 -1.012
C: 1.827 -3.076 -1.122
C: 1.057 0.123 -3.667
C: -1.208 0.925 6.154
C: 3.051 1.234 -4.462
C: -1.241 6.719 -1.478
C: -1.499 2.966 -1.026
C: -1.327 2.231 3.997
C: -0.721 -2.950 2.635
C: 2.285 2.246 -5.018
C: 2.448 0.204 -3.770
C: 0.299 1.161 -4.216
C: 0.041 5.088 -0.053
C: -0.374 0.037 2.528
C: -2.055 -4.492 -4.230
C: -3.516 -2.619 -3.954
C: 0.907 2.212 -4.884
C: -1.025 1.047 4.675
C: -0.953 5.331 -0.996
C: 0.260 3.815 0.431
C: 2.145 -3.142 -3.445
C: -3.911 1.676 0.605
C: 2.163 -1.202 2.679
C: -2.023 -2.472 3.277
C: -0.547 -0.002 3.916
C: -2.461 -1.889 -3.441
C: -3.213 2.119 -3.111
C: -3.310 -3.924 -4.368
C: 2.502 0.252 2.370
C: -1.674 4.256 -1.507
C: -4.429 2.904 -2.608
C: -1.005 -3.754 -3.714
C: -3.528 0.735 -0.535
C: -1.072 -3.891 1.477
C: -1.116 2.329 2.650
C: -1.179 -2.420 -3.344
C: -0.607 1.264 1.857
C: 2.358 -1.561 4.143
C: -3.061 -0.622 -0.003
C: 3.396 -4.662 -2.100
C: -3.686 1.133 -4.176
H: 3.581 0.387 2.413
H: 1.845 -0.870 4.806
H: -2.718 -3.308 3.315
H: 3.516 -4.540 -4.266
H: 2.172 0.518 1.362
H: -5.232 2.226 -2.328
H: -2.314 6.890 -1.558
H: -0.125 -3.512 3.361
H: -1.465 -3.346 0.619
H: -2.034 -0.559 0.387
H: 1.035 3.626 1.162
H: -0.215 -4.478 1.162
H: -2.389 4.473 -2.285
H: -0.951 -0.074 6.496
H: -1.719 3.080 4.538
H: -2.618 -0.881 -3.081
H: -3.075 -1.374 -0.792
H: -3.721 -0.955 0.796
H: -0.046 -4.234 -3.594
H: -0.783 1.114 -4.165
H: -1.347 3.259 2.147
H: -4.404 0.421 -3.772
H: 4.125 1.246 -4.568
H: -4.167 2.670 0.244
H: -0.576 1.643 6.675
H: -0.285 -0.915 4.428
H: -4.409 0.562 -1.163
H: -2.865 0.587 -4.636
H: 4.116 -5.457 -2.011
H: -4.499 -2.178 -4.034
H: 0.637 5.909 0.313
H: 2.041 0.929 3.086
H: -4.779 1.276 1.127
H: -2.510 2.807 -3.601
H: 2.026 -2.577 4.340
H: -1.893 -5.515 -4.528
H: -2.241 1.132 6.431
H: 2.968 -4.508 -0.020
H: -1.894 -2.126 4.296
H: -0.807 6.877 -2.465
H: -1.838 -4.588 1.811
H: -3.103 1.768 1.326
H: 2.824 -1.844 2.094
H: 2.764 3.057 -5.544
H: -4.122 -4.498 -4.783
H: -2.486 -1.680 2.694
H: 3.417 -1.509 4.380
H: -4.807 3.545 -3.404
H: 1.499 0.424 -0.867
H: -4.196 3.529 -1.750
H: -0.818 7.455 -0.799
H: 0.301 2.997 -5.312
H: -4.193 1.690 -4.963
H: 3.065 -0.556 -3.312

Forces on atoms 1 to 6 (eV/Å):
Ru -0.5 -0.6 -0.5
Br 0.2 -0.2 -0.1
P -1.2 1.1 0.0
P 0.1 0.4 0.6
Si -0.3 0.2 -0.6
O 0.2 -0.1 -0.5

# 4
C44H55BiGeN2Se | wB97M-V/def2-TZVPD

Computed properties:
Charge = +3
Gap between HOMO and LUMO (alpha / beta) = 0.251 / 0.165 hartree
HOMO (alpha / beta) = -15.99 / -15.99 eV
⟨S²⟩ = 0.777
E = -6511.22126 Ha
E_LUMO (alpha / beta) = -9.1 / -11.5 eV
Multiplicity = 2

Element x y z (Å)
Bi: -2.258 -0.673 0.103
Se: -0.725 0.708 -1.567
Ge: -0.751 -2.733 1.141
N: 2.069 0.184 -2.082
N: 1.758 2.083 -1.041
C: 1.824 -1.080 -2.811
C: 2.061 -0.047 -5.172
C: -4.378 2.883 -0.015
C: -0.132 -4.262 -2.697
C: -4.199 1.631 0.812
C: -6.242 -1.364 1.982
C: 1.032 -5.012 -2.562
C: 3.497 -0.871 4.059
C: -6.398 0.745 -0.041
C: 3.902 -0.101 2.960
C: 1.159 0.974 -1.507
C: 1.577 -1.709 2.789
C: 2.298 5.632 -2.204
C: 3.325 0.775 -1.946
C: -2.876 0.381 2.483
C: -1.773 0.412 3.524
C: -0.582 -3.489 -1.635
C: 0.079 -3.325 3.846
C: 5.451 2.401 -1.360
C: -3.835 -1.680 3.594
C: -3.929 -0.561 2.580
C: 1.964 -2.468 5.079
C: 0.125 -3.467 -0.429
C: -5.197 0.659 0.873
C: 4.590 0.357 -2.359
C: 0.420 -2.539 2.723
C: 2.011 -0.933 1.703
C: -5.083 -0.413 1.791
C: 0.836 -3.304 5.000
C: 2.346 -1.677 3.985
C: 1.748 -4.985 -1.371
C: 1.173 4.657 -2.570
C: -3.004 1.469 1.560
C: -1.958 2.554 1.521
C: 3.167 -0.140 1.791
C: 1.227 -0.891 -4.202
C: 5.643 1.192 -2.059
C: 1.972 1.470 -4.945
C: 3.130 1.976 -1.283
C: 1.124 3.261 -0.402
C: 0.359 4.164 -1.369
C: 1.293 -4.220 -0.301
C: 4.198 2.814 -0.960
C: -2.124 -4.066 1.547
H: 2.295 2.010 -5.837
H: -7.180 -0.922 1.660
H: -0.878 -0.139 3.223
H: -6.762 -0.245 -0.309
H: 0.021 5.025 -0.785
H: -4.397 -2.556 3.281
H: -1.474 1.435 3.740
H: -0.787 -3.975 3.808
H: -2.124 -0.019 4.458
H: -2.802 -1.979 3.770
H: 0.481 5.155 -3.250
H: 2.607 1.816 -4.125
H: 0.561 -3.934 5.839
H: 1.578 3.800 -3.124
H: -1.890 2.998 0.529
H: 4.747 -0.567 -2.902
H: 0.940 1.774 -4.741
H: -6.160 1.269 -0.964
H: -4.251 -1.358 4.556
H: -4.022 3.757 0.531
H: 4.066 3.745 -0.421
H: 2.790 -1.572 -2.895
H: -0.532 3.646 -1.719
H: -7.227 1.278 0.436
H: -6.358 -1.634 3.031
H: 1.858 -4.214 0.627
H: 2.554 -2.433 5.990
H: 4.078 -0.865 4.978
H: -1.627 -5.040 1.565
H: 2.734 6.072 -3.101
H: 4.793 0.513 3.020
H: 6.309 3.024 -1.138
H: 1.700 -0.263 -6.177
H: -0.694 -4.290 -3.625
H: 3.108 -0.373 -5.147
H: 6.645 0.916 -2.369
H: 1.184 -1.713 -2.207
H: -3.824 2.838 -0.961
H: -6.101 -2.291 1.416
H: 1.108 -1.899 -4.602
H: 1.376 -5.627 -3.386
H: 1.930 3.822 0.064
H: 3.110 5.146 -1.657
H: -2.227 3.355 2.220
H: -1.488 -2.902 -1.767
H: 0.474 2.905 0.390
H: -0.974 2.184 1.806
H: 2.653 -5.574 -1.268
H: 0.227 -0.461 -4.121
H: 1.442 -0.962 0.780
H: 1.918 6.451 -1.586
H: -2.647 -3.915 2.491
H: -5.423 3.058 -0.254
H: -2.854 -4.090 0.734
H: 3.501 0.443 0.940

Forces on atoms 1 to 6 (eV/Å):
Bi -0.1 -0.2 0.3
Se 0.1 0.4 -0.3
Ge 0.0 -0.2 -0.1
N 0.2 -0.5 0.0
N 0.0 0.2 0.3
C 0.0 0.2 -0.2

Which of these has the lowest multiplicity?
C44H54BrGeIInN10O3P2